Arrangement w

Here is one molecule with the formula C4H8O3 from OMol25. Energies are from wB97M-V/def2-TZVPD.

CARTESIAN COORDINATES (ANGSTROEM)
C: -2.526 0.438 -0.163
O: -1.900 -0.798 0.172
C: -0.735 -0.452 0.851
C: 0.426 -0.402 0.187
O: 0.662 -1.196 -0.882
O: 1.413 0.429 0.556
C: 2.649 0.382 -0.144
H: -3.441 0.240 -0.724
H: -1.847 1.069 -0.756
H: -2.774 1.004 0.748
H: -0.848 0.022 1.816
H: 0.016 -1.908 -0.739
H: 3.029 -0.641 -0.224
H: 2.553 0.816 -1.150
H: 3.324 0.997 0.453

Summary:
HOMO energy ... -7.98 eV
SMILES string ... CO/C=C(\O)OC
E_LUMO ... 0.8 eV
HOMO-LUMO gap ... 8.80 eV

---

Arrangement x

Here is a 2-piece molecular cluster, C4H8O3 overall from OMol25. Energies are from wB97M-V/def2-TZVPD.

CARTESIAN COORDINATES (ANGSTROEM)
C: -1.869 0.821 -1.013
C: -0.920 0.129 -0.038
O: -1.526 -0.987 0.556
C: 0.349 -0.291 -0.748
O: 0.744 -1.440 -0.715
H: -1.405 1.714 -1.448
H: -2.773 1.127 -0.482
H: -2.157 0.138 -1.819
H: -0.610 0.851 0.733
H: -0.941 -1.738 0.359
H: 0.884 0.487 -1.320
C: 2.563 -0.215 1.487
O: 1.913 0.753 1.172
H: 2.442 -1.184 0.970
H: 3.304 -0.166 2.305

Summary:
HOMO energy ... -10.17 eV
SMILES string ... C[C@@H](O)C=O.C=O
E_LUMO ... 0.6 eV
HOMO-LUMO gap ... 10.77 eV

---

Most stable = arrangement x